{
  "formula": "C7H6N3O",
  "method": "ωB97M-V with the def2-TZVPD basis set",
  "charge": 1,
  "total_energy_ha": -509.41653,
  "gap_ev": [7.633, 7.633],
  "symbols": ["O", "N", "N", "N", "C", "C", "C", "C", "C", "C", "C", "H", "H", "H", "H", "H", "H"],
  "positions_angstrom": [[-0.090, -0.206, -2.048], [0.192, 0.347, 2.032], [0.654, 1.237, -0.022], [-1.240, -2.103, -1.456], [0.554, 0.960, -2.251], [-0.603, -0.865, -1.116], [-0.358, -0.798, 1.554], [-0.679, -1.186, 0.293], [-1.289, -2.463, -0.200], [0.731, 1.362, 1.251], [0.780, 1.811, -1.183], [0.495, 0.485, 2.973], [0.979, 2.875, -1.144], [1.226, 2.009, 1.872], [-0.565, -1.472, 2.455], [-1.633, -3.303, 0.248], [0.844, 1.310, -3.258]],
  "mulliken_charge": [-0.27, -0.13, -0.40, -0.57, -0.47, 0.96, -0.18, 0.36, -0.58, -0.17, 0.02, 0.27, 0.48, 0.48, 0.34, 0.49, 0.38]
}